26
Properties=species:S:1:pos:R:3 method="wB97M-V/def2-TZVPD" e_homo_ev="-7.54 / -7.95" orbital_gap_ha="0.215 / 0.269" charge=0
C -3.278 0.600 -0.550
C -1.629 -2.199 -0.894
C -2.084 -1.065 1.764
Si 1.459 1.106 2.069
Si 0.847 1.823 -1.722
Si 4.393 0.328 -0.597
Si -1.727 -0.491 0.005
Si 0.462 0.319 0.160
H -3.788 0.321 -1.517
H -4.046 0.627 0.141
H -2.879 1.534 -0.788
H -2.285 -2.369 -1.730
H -0.635 -2.316 -1.347
H -1.700 -3.099 -0.248
H -1.249 -1.675 2.171
H -2.508 -0.366 2.433
H -2.902 -1.777 1.518
H 2.812 0.793 1.842
H 0.515 0.477 2.957
H 1.459 2.581 2.404
H 0.268 1.094 -3.034
H 2.291 1.896 -2.198
H 0.558 3.230 -1.906
H 4.169 1.685 -0.150
H 4.377 -0.717 0.393
H 3.757 0.020 -1.768